Computed, not measured: 2 unconnected molecules or ions with the total composition C3H8NO at a distorted geometry, with wB97M-V/def2-TZVPD.

* ΔE to the lowest compared entry with this formula, charge and spin: 144.7 kJ/mol
* electronic energy: -6769.6696 eV
* largest force on an atom: 2.4 eV/A
* Kohn-Sham gap: 9.6 eV
* HOMO level: -15.12 eV

```
! RIJCOSX wB97M-V def2-TZVPD def2/J DEFGRID3
* xyz 1 1
C -0.87544 -0.43988 -1.06697
C -1.56833 -1.06016 -0.11322
C 1.48529 -0.08599 -1.17880
N 0.35952 0.24261 -0.68744
H -1.06416 -0.35453 -2.12475
H -1.08629 -1.50553 0.74353
H -2.53270 -1.44525 -0.41168
H 2.41794 0.46354 -1.05646
H 1.43374 -0.66029 -2.09231
H 0.24869 0.92584 0.06983
H 1.23623 1.29442 2.21393
H -0.04903 1.47073 3.01538
O 0.33818 0.95031 2.30067
*
```

Computed, not measured: 2 unconnected molecules or ions with the total composition C3H8NO at a distorted geometry, with wB97M-V/def2-TZVPD.

* ΔE to the lowest compared entry with this formula, charge and spin: 47.6 kJ/mol
* electronic energy: -6770.6761 eV
* largest force on an atom: 1.4 eV/A
* Kohn-Sham gap: 9.4 eV
* HOMO level: -14.51 eV

```
! RIJCOSX wB97M-V def2-TZVPD def2/J DEFGRID3
* xyz 1 1
C -0.70852 1.65409 -2.21455
N -0.95323 0.44262 -1.96436
H -0.53621 2.02514 -3.21695
H -0.65642 2.33175 -1.36914
H -0.96859 0.03431 -0.99593
H -1.04616 -0.24586 -2.70956
O -0.48081 -0.48859 0.50002
C 0.44379 -0.28328 1.28013
C 0.94595 -1.34425 2.19215
H 0.79903 0.75622 1.33385
H 1.48535 -0.90416 3.01546
H 1.55966 -2.02217 1.61794
H 0.11617 -1.95580 2.53093
*
```

Computed, not measured: a gas-phase ion, C3H8NO2 (charge +1) at a distorted geometry, with wB97M-V/def2-TZVPD.

* SMILES: C[C@H](O)C(=[NH2+])O
* ΔE to the lowest compared entry with this formula, charge and spin: 140.9 kJ/mol
* electronic energy: -8818.4918 eV
* largest force on an atom: 4.4 eV/A
* Kohn-Sham gap: 12.2 eV
* HOMO level: -15.82 eV

```
! RIJCOSX wB97M-V def2-TZVPD def2/J DEFGRID3
* xyz 1 1
C -0.70448 0.52168 1.24692
C -0.26936 0.61931 -0.19273
O -1.26519 0.46785 -1.12442
C 0.68333 -0.53848 -0.60820
N 1.81564 -0.74212 -0.00515
O 0.25996 -1.39229 -1.39919
H -1.67441 0.98043 1.19601
H -0.13570 0.98636 1.96569
H -0.60027 -0.46471 1.63305
H 0.19040 1.60654 -0.50642
H -2.06990 0.90131 -0.94306
H 2.25759 -1.60134 -0.13750
H 2.24585 -0.15830 0.65838
H -0.73346 -1.18623 -1.78339
*
```

Computed, not measured: a gas-phase ion, C3H8NO2 (charge +1) at a distorted geometry, with wB97M-V/def2-TZVPD.

* SMILES: C[C@@]([NH3+])(O)C=O
* ΔE to the lowest compared entry with this formula, charge and spin: 288.2 kJ/mol
* electronic energy: -8816.9653 eV
* largest force on an atom: 4.9 eV/A
* Kohn-Sham gap: 11.0 eV
* HOMO level: -15.19 eV

```
! RIJCOSX wB97M-V def2-TZVPD def2/J DEFGRID3
* xyz 1 1
C -1.27943 -0.25274 -0.49835
C 0.10018 0.20904 -0.05126
N 1.07258 -0.96734 0.05415
O 1.00481 0.96325 -1.22941
C 0.01226 0.90245 1.33514
O -0.08027 0.23456 2.30829
H -1.13401 -0.77676 -1.51019
H -1.55319 -0.86117 0.38127
H -2.08700 0.52765 -0.52161
H 1.86579 -0.75624 0.73622
H 0.41937 -1.80077 0.17148
H 1.55615 -0.94482 -0.83820
H 0.37133 1.50313 -1.66703
H -0.26857 2.01975 1.32951
*
```

Computed, not measured: a gas-phase ion, C3H8NO2 (charge +1) at a distorted geometry, with wB97M-V/def2-TZVPD.

* SMILES: C[C@H](O)C(=[NH2+])O
* ΔE to the lowest compared entry with this formula, charge and spin: 119.4 kJ/mol
* electronic energy: -8818.7146 eV
* largest force on an atom: 3.9 eV/A
* Kohn-Sham gap: 12.0 eV
* HOMO level: -15.95 eV

```
! RIJCOSX wB97M-V def2-TZVPD def2/J DEFGRID3
* xyz 1 1
C -1.12571 0.66496 -0.17663
C 0.18060 -0.04675 -0.61664
O -0.07697 -1.11915 -1.55123
C 0.84513 -0.83408 0.53941
N 1.49875 -0.16116 1.45415
O 0.70412 -2.08469 0.57244
H -1.50622 1.08559 -1.11615
H -0.79975 1.63741 0.35630
H -1.90403 0.05600 0.36025
H 0.77114 0.77571 -0.86629
H -0.77111 -0.82164 -2.23971
H 1.91781 -0.73669 2.11571
H 1.50674 0.85113 1.54077
H 0.23469 -2.34350 -0.18291
*
```

Computed, not measured: a molecular structure, C3H8NO2S, with wB97M-V/def2-TZVPD.

* ΔE to the lowest compared entry with this formula, charge and spin: 47.2 kJ/mol
* electronic energy: -19663.3309 eV
* largest force on an atom: 0.3 eV/A
* Kohn-Sham gap: 7.5 eV
* HOMO level: -3.51 eV

```
! RIJCOSX wB97M-V def2-TZVPD def2/J DEFGRID3
* xyz -1 1
C -2.16393 -1.34103 -1.57389
C -1.48077 -1.16125 -0.21877
S 0.21865 -1.80276 -0.16393
H -2.20158 -2.39727 -1.85747
H -1.60998 -0.81624 -2.35361
H -3.18961 -0.95549 -1.54879
H -1.46808 -0.09211 0.01080
H -2.07796 -1.64109 0.55895
H 0.77689 -0.41411 0.47511
N 2.45363 2.25009 1.59969
C 2.07848 1.24884 0.69638
O 0.99928 0.63894 1.06759
O 2.78345 1.02516 -0.27429
H 3.10057 2.94723 1.28696
H 1.78096 2.51110 2.29528
*
```

Computed, not measured: 2 unconnected molecules or ions with the total composition C3H8NO3 at a distorted geometry, with wB97M-V/def2-TZVPD.

* ΔE to the lowest compared entry with this formula, charge and spin: 345.0 kJ/mol
* electronic energy: -10872.2120 eV
* largest force on an atom: 4.2 eV/A
* Kohn-Sham gap: 7.5 eV
* HOMO level: -3.46 eV

```
! RIJCOSX wB97M-V def2-TZVPD def2/J DEFGRID3
* xyz -1 1
O 1.63451 1.07223 1.61277
C 0.69465 0.29686 1.77632
C 0.70984 -0.79975 0.56857
N 0.22108 0.19045 -0.50975
C -0.76561 1.21303 0.05150
O -0.87173 0.89584 1.36938
H 0.40067 0.07439 2.81659
H -0.06521 -1.55267 0.76860
H 1.71299 -1.13386 0.28803
H 1.05762 0.71859 -0.83986
H -1.74315 1.18514 -0.36488
H -0.24756 2.19280 -0.12673
H -0.18368 -1.24273 -1.97581
H -1.79811 -1.60928 -2.63141
O -0.75632 -1.50105 -2.80333
*
```

Computed, not measured: 2 unconnected molecules or ions with the total composition C3H8NO3 at a distorted geometry, with wB97M-V/def2-TZVPD.

* ΔE to the lowest compared entry with this formula, charge and spin: 15.8 kJ/mol
* electronic energy: -10871.3044 eV
* largest force on an atom: 1.7 eV/A
* Kohn-Sham gap (alpha / beta): 2.8 / 7.9 eV
* HOMO level (alpha / beta): 3.61 / -1.51 eV

```
! RIJCOSX wB97M-V def2-TZVPD def2/J DEFGRID3
* xyz -2 2
O -3.14443 -0.74302 -1.11407
C -1.98893 -0.24141 -0.95745
O -1.35913 0.50776 -1.71380
C -1.27092 -0.68316 0.38492
C -0.77942 0.62577 1.06101
N -0.11975 -1.60178 0.17147
H -1.97220 -1.23902 1.00837
H -1.58975 1.27788 1.37558
H -0.11120 0.30041 1.86302
H -0.17034 1.16371 0.33614
H -0.57778 -2.40691 -0.22842
H 0.43542 -1.17271 -0.57025
H 4.98517 1.15225 -0.58860
H 3.42035 1.29607 -0.65965
O 4.24291 1.76415 -0.36825
*
```

Computed, not measured: 2 unconnected molecules or ions with the total composition C3H8NO3, with wB97M-V/def2-TZVPD.

* ΔE to the lowest compared entry with this formula, charge and spin: 86.8 kJ/mol
* electronic energy: -10870.7698 eV
* largest force on an atom: 0.6 eV/A
* Kohn-Sham gap (alpha / beta): 9.8 / 5.9 eV
* HOMO level (alpha / beta): -9.61 / -9.57 eV

```
! RIJCOSX wB97M-V def2-TZVPD def2/J DEFGRID3
* xyz 0 2
O -1.63732 -1.05940 1.20560
C -1.16495 -0.38785 0.31792
N 0.11102 0.09254 0.37240
C 0.98821 -0.37159 1.43264
O 2.17308 0.37240 1.51399
C -1.95737 -0.01503 -0.91319
H 0.55079 0.38425 -0.49260
H 1.22074 -1.43346 1.30782
H 0.44586 -0.26217 2.36654
H -1.82167 -0.78732 -1.67587
H -3.01274 0.05941 -0.64761
H -1.62433 0.93852 -1.33519
H 2.45209 0.62360 0.62767
H 1.52249 0.89392 -2.51258
O 1.75410 0.95219 -1.56755
*
```

Computed, not measured: 2 unconnected molecules or ions with the total composition C3H8NO3PS at a distorted geometry, with wB97M-V/def2-TZVPD.

* SMILES: COP(O)OC.N=C=S
* ΔE to the lowest compared entry with this formula, charge and spin: 116.0 kJ/mol
* electronic energy: -30997.5788 eV
* largest force on an atom: 2.7 eV/A
* Kohn-Sham gap: 10.1 eV
* HOMO level: -9.42 eV

```
! RIJCOSX wB97M-V def2-TZVPD def2/J DEFGRID3
* xyz 0 1
C -1.69274 -0.66821 0.62686
O -1.08587 -1.51797 -0.31731
P 0.58367 -1.64590 -0.31238
O 0.68684 -2.29740 -1.76577
O 1.00221 -0.12389 -0.69664
C 0.29499 0.61422 -1.71899
H -1.45660 0.35413 0.34815
H -1.49107 -0.90329 1.72701
H -2.71645 -0.84888 0.59953
H 0.30168 -3.21097 -1.76469
H 0.65365 0.43556 -2.75903
H 0.25875 1.74450 -1.34223
H -0.74836 0.29421 -1.74481
N 1.61370 1.12045 2.20711
C 1.18695 2.19658 2.56613
S 1.01227 3.67116 3.08717
H 1.59638 0.78569 1.25988
*
```